Formula: C15H27Cl3F2NO6PS
Source: the Open Molecules 2025 dataset
Level of theory: ωB97M-V with the def2-TZVPD basis set

net charge	0
SMILES	CCC[C@@H](C)[PH](CCCCS(=O)(=O)Cl)(COC(C)=O)N(C(=O)F)C(=O)F.ClCCl
E	-92892.644	eV

Geometry (Å):
C 2.21442 -2.62742 2.27378
C 1.91530 -1.93295 0.94592
C 1.50102 -0.47361 1.20691
C 1.45811 0.40602 -0.05131
C 0.86486 -0.37539 -1.24821
P 0.71151 2.10263 0.03094
C -0.89314 2.37533 -0.83546
C -1.97511 1.25894 -0.92232
C -2.05839 0.17707 0.16455
C -2.66494 -1.07841 -0.47473
S -2.93406 -2.36483 0.72814
O -2.55389 -1.88693 2.01632
O -4.22555 -2.94231 0.55422
Cl -1.56712 -3.77080 0.16822
C 1.73076 2.58312 -1.53922
O 1.49616 3.98416 -1.77010
C 1.75804 4.42730 -3.03290
C 0.99703 3.79671 -4.16662
O 2.52937 5.32092 -3.21215
N -0.13530 1.93222 1.72799
C -1.26955 2.76642 1.90104
O -2.30917 2.42970 2.32469
F -1.07584 4.02454 1.50302
C 0.70571 2.23402 2.81713
O 1.08899 3.30357 3.15155
F 1.09760 1.13931 3.47025
H 2.77562 -3.54828 2.12733
H 2.75628 -1.98305 2.96076
H 1.27408 -2.92080 2.74003
H 1.07942 -2.45845 0.48845
H 2.77748 -1.95847 0.27974
H 2.27614 -0.07701 1.85975
H 0.56729 -0.48724 1.75955
H 2.50058 0.57746 -0.31480
H 0.43264 0.26723 -2.01023
H 0.07594 -1.04495 -0.91877
H 1.65011 -0.97405 -1.69872
H 1.34353 3.24435 0.56748
H -1.34627 3.31433 -0.53610
H -0.60499 2.57078 -1.86370
H -2.94444 1.75438 -0.96607
H -1.87489 0.76479 -1.88835
H -1.10406 -0.08715 0.59706
H -2.74812 0.48008 0.94212
H -3.66368 -0.85623 -0.85100
H -2.08488 -1.44805 -1.31571
H 2.79847 2.47392 -1.32972
H 1.51898 1.98758 -2.42732
H 0.30263 3.02948 -3.83756
H 0.45578 4.56353 -4.70922
H 1.71993 3.33331 -4.83480
Cl -1.92368 -9.02046 1.54478
C -1.33819 -7.35453 1.56041
Cl 0.16347 -7.16879 0.64075
H -2.09380 -6.71847 1.11604
H -1.14824 -7.06458 2.58611

These are the natural (NBO) partial charges, in e, on atoms 1 to 6:
1 C -0.604
2 C -0.398
3 C -0.400
4 C -0.515
5 C -0.603
6 P 1.351



Formula: C15H27Cl3N4O5
Source: the Open Molecules 2025 dataset
Level of theory: ωB97M-V with the def2-TZVPD basis set

net charge	0
ΔE to the lowest compared entry with this formula, charge and spin	0.00	kcal per mole
E	-69750.489	eV

Geometry (Å):
C 1.23562 -0.77566 0.83518
C -0.27813 -0.26017 0.59175
Cl -1.07891 -0.80023 -0.95343
C -0.93079 0.57127 1.55036
Cl 0.06018 1.04971 3.02835
C -2.44292 1.07774 1.39548
C -3.29828 -0.28792 1.47644
C -4.70492 -0.16574 2.23818
O -5.55462 0.83697 1.58957
C -5.46460 -1.59778 2.00031
N -6.18296 -1.61483 0.67920
O -2.71241 1.76015 2.64693
C -3.43459 2.98049 2.51391
O -3.82346 3.77968 3.38583
O -3.67429 3.08324 1.09947
C -2.80588 2.19521 0.30600
C -1.67663 3.21860 -0.20616
N -1.62796 3.16322 -1.70590
H 1.95279 0.06408 1.11757
H 1.55876 -1.36223 -0.11685
H 1.15296 -1.58326 1.66108
H -2.64355 -1.08688 1.98468
H -3.53798 -0.61276 0.39139
H -4.60195 0.04254 3.36764
H -5.23330 0.91544 0.66311
H -4.60610 -2.37407 1.89609
H -6.11527 -1.90800 2.88326
H -6.32822 -2.58712 0.36015
H -5.58147 -1.18835 -0.05084
H -3.41590 1.60791 -0.47780
H -2.00186 4.29527 0.06224
H -0.66203 3.01347 0.27305
H -0.75543 2.67341 -1.93949
H -2.45417 2.68384 -2.09412
C 4.30699 -3.28124 1.41980
C 3.61088 -3.13807 0.13882
N 3.06272 -3.02449 -0.86843
H 4.34605 -4.32470 1.74114
H 5.33688 -2.92089 1.35957
H 3.81037 -2.71562 2.21214
Cl -0.95173 -3.35030 -1.81078
C 4.57252 -1.33942 -3.23334
C 5.20454 -0.58533 -2.10991
O 5.52645 -1.06359 -1.05474
N 5.41675 0.84768 -2.12921
C 5.81632 1.49344 -3.39615
H 5.08810 -2.29241 -3.35555
H 3.51983 -1.51595 -2.99535
H 4.63858 -0.79405 -4.17547
H 4.54191 1.25321 -1.77487
H 6.08525 0.98232 -1.35990
H 6.11119 2.51733 -3.16660
H 4.96474 1.49769 -4.07578
H 6.65996 0.94715 -3.81806

These are the natural (NBO) partial charges, in e, on atoms 1 to 6:
1 C -0.692
2 C -0.022
3 Cl 0.067
4 C -0.072
5 Cl -0.042
6 C 0.220



Formula: C15H27FN10O10P2
Source: the Open Molecules 2025 dataset
Level of theory: ωB97M-V with the def2-TZVPD basis set

net charge	0
SMILES	O=C1C(F)=C(PP(=O)(O)O)C(=O)c2ccccc21.NC(N)=O.NC(N)=O.NC(N)=O.NC(N)=O.NC(N)=O
E	-72671.715	eV

Geometry (Å):
O 0.51035 2.47529 0.15917
C 0.02727 1.50243 -0.37018
C -1.40478 1.44443 -0.80638
F -2.28799 2.05233 -0.02912
C -1.73088 0.79663 -1.92876
P -3.46273 0.68527 -2.43057
P -3.93381 -1.10722 -1.31099
O -3.95305 -0.75365 0.12451
O -5.28560 -1.74531 -1.83634
O -2.78834 -2.19497 -1.59456
C -0.62935 0.14900 -2.71802
O -0.67903 0.07448 -3.92098
C 0.49415 -0.38118 -1.89673
C 1.21512 -1.51714 -2.24981
C 2.20793 -1.97308 -1.39245
C 2.50042 -1.31650 -0.19977
C 1.79883 -0.17036 0.14182
C 0.79714 0.28379 -0.70912
H -3.43005 0.26645 -3.77119
H -6.00371 -1.08234 -1.74899
H -3.12670 -3.08146 -1.40083
H 0.99548 -2.04140 -3.16853
H 2.76500 -2.86125 -1.65429
H 3.26770 -1.67797 0.46920
H 1.96480 0.37022 1.06446
N 6.16963 2.02290 1.55624
C 5.02398 1.58621 0.95454
N 3.88850 2.26927 1.24698
O 5.01208 0.62335 0.19189
H 6.19855 2.80407 2.18247
H 7.01566 1.52721 1.34915
H 3.03937 1.95715 0.81402
H 3.84016 3.05328 1.86937
N -0.15226 3.78434 3.66126
C 0.37116 2.55222 3.39374
N -0.48118 1.49888 3.57716
O 1.51720 2.39832 3.00633
H -1.09383 3.93060 3.96994
H 0.44550 4.57652 3.52232
H -0.12638 0.58209 3.38200
H -1.43049 1.60040 3.88072
N -6.45655 -0.51147 1.60353
C -7.37974 -0.02668 0.72922
N -8.61925 0.24710 1.23072
O -7.09183 0.15478 -0.44471
H -6.64396 -0.67469 2.57388
H -5.53359 -0.69722 1.23063
H -9.30381 0.60787 0.59344
H -8.86861 0.10795 2.19058
N 4.27005 1.32812 -2.57143
C 3.52949 1.76118 -3.62863
N 2.32604 2.33384 -3.29123
O 3.89266 1.65781 -4.78812
H 3.98045 1.39504 -1.61206
H 5.15627 0.90235 -2.76468
H 1.74792 2.66237 -4.04111
H 2.01369 2.43766 -2.34390
N 2.58302 -5.34227 1.88534
C 1.93160 -4.89783 0.76629
N 0.73569 -4.27228 0.99341
O 2.38670 -5.04360 -0.35330
H 2.22764 -5.23071 2.81507
H 3.46314 -5.80231 1.74890
H 0.24246 -3.92263 0.19278
H 0.34466 -4.13764 1.90565

These are the natural (NBO) partial charges, in e, on atoms 1 to 6:
1 O -0.496
2 C 0.496
3 C 0.391
4 F -0.282
5 C -0.463
6 P 0.229



Formula: C15H27IN2O5PPdS
Source: the Open Molecules 2025 dataset
Level of theory: ωB97M-V with the def2-TZVPD basis set

net charge	-1
ΔE to the lowest compared entry with this formula, charge and spin	46.57	kcal per mole
E	-60919.478	eV

Geometry (Å):
Pd -0.69708 0.30618 -1.25701
O -0.78386 1.99883 -2.91421
S -0.93914 2.71540 -1.59455
O -0.99832 4.14939 -1.73394
O 0.25365 2.26625 -0.76293
O -2.13749 2.10593 -0.94481
C -0.02427 -0.73930 3.64042
C 0.35147 -0.48587 2.17954
C 1.04974 0.88199 2.03514
P -0.98760 -0.69005 0.92184
C -2.55732 0.03114 1.56210
C -2.29646 1.45284 2.07756
C -3.37178 -0.78470 2.56789
C -1.17735 -2.51726 0.73347
C -1.39423 -3.39161 1.97332
C 0.04404 -3.05043 -0.04409
H 0.88522 -0.71105 4.24979
H -0.50667 -1.70372 3.80143
H -0.69200 0.04136 4.01093
H 1.06386 -1.25510 1.86436
H 0.50727 1.65211 2.58882
H 1.10639 1.21875 1.00021
H 2.06311 0.83147 2.44486
H -3.13559 0.11990 0.64360
H -1.76158 1.43792 3.03269
H -3.25326 1.95704 2.23811
H -1.74026 2.04405 1.35269
H -2.79230 -1.07164 3.44653
H -3.79023 -1.68550 2.11552
H -4.20845 -0.17018 2.90963
H -2.04940 -2.59631 0.08484
H -0.50429 -3.40815 2.60709
H -1.56474 -4.41977 1.63870
H -2.24831 -3.09245 2.57934
H 0.85134 -3.30654 0.65323
H 0.42762 -2.33262 -0.76844
H -0.22631 -3.95171 -0.59948
N 1.60392 2.30873 -5.31081
C 2.79540 1.85184 -4.87518
O 3.84999 1.97208 -5.48934
C 2.75669 1.16796 -3.53242
C 3.68412 1.52915 -2.57519
C 3.61676 0.94579 -1.32490
C 2.61314 0.03025 -1.08390
N 1.70673 -0.34076 -1.98935
C 1.79994 0.21542 -3.19974
H 1.57918 2.82204 -6.17288
H 0.79245 2.28598 -4.71211
H 4.44400 2.26050 -2.82037
H 4.32072 1.20624 -0.54386
H 2.52505 -0.44564 -0.11089
H 1.07251 -0.11545 -3.92663
I -1.92603 -1.54069 -2.66663

These are the natural (NBO) partial charges, in e, on atoms 1 to 6:
1 Pd 0.702
2 O -1.020
3 S 2.519
4 O -0.990
5 O -1.009
6 O -1.082



Formula: C15H27N2
Source: the Open Molecules 2025 dataset
Level of theory: ωB97M-V with the def2-TZVPD basis set

net charge	+1
ΔE to the lowest compared entry with this formula, charge and spin	0.00	kcal per mole
SMILES	CCCCCCCCCCCc1ccn[nH+]c1
E	-18966.151	eV

Geometry (Å):
C -3.76232 -0.26641 -2.87061
C -3.52847 1.25640 -2.80937
C -2.25285 1.74721 -3.52442
C -1.10097 2.09957 -2.57620
C -0.63643 0.92564 -1.69423
C 0.63831 0.23461 -2.20067
C 0.70565 -1.25999 -1.87818
C 0.59706 -1.58134 -0.38802
C 1.81377 -1.11508 0.42365
C 2.13421 -2.01543 1.62131
C 2.86901 -1.27023 2.74763
C 1.94272 -0.40232 3.54868
C 0.86731 -0.89209 4.26613
C 0.04161 -0.00674 4.97453
N 0.23097 1.29508 5.00208
N 1.25597 1.72328 4.31016
C 2.10059 0.98082 3.60269
H -2.85014 -0.79873 -3.15740
H -4.53122 -0.52627 -3.59990
H -4.07950 -0.66933 -1.90528
H -4.39127 1.76150 -3.24930
H -3.49003 1.57956 -1.76287
H -1.90979 0.98045 -4.22962
H -2.48348 2.63319 -4.12352
H -0.25399 2.45172 -3.17720
H -1.39889 2.95114 -1.95443
H -0.48629 1.27720 -0.66586
H -1.43545 0.17690 -1.63293
H 1.52180 0.74050 -1.79374
H 0.69707 0.35750 -3.28770
H 1.65783 -1.66134 -2.24690
H -0.09028 -1.77923 -2.42305
H -0.30287 -1.11264 0.02493
H 0.46717 -2.66254 -0.25884
H 2.68965 -1.07096 -0.23466
H 1.65857 -0.08443 0.77578
H 2.75887 -2.85530 1.30964
H 1.20447 -2.44671 2.01288
H 3.66013 -0.64486 2.32487
H 3.35194 -1.97895 3.42806
H 0.65022 -1.95428 4.28533
H -0.80928 -0.35622 5.54893
H 1.38046 2.73039 4.34638
H 2.89818 1.50874 3.09124

These are the natural (NBO) partial charges, in e, on atoms 1 to 6:
1 C -0.615
2 C -0.413
3 C -0.393
4 C -0.390
5 C -0.413
6 C -0.399



Formula: C15H27N3O5PdS
Source: the Open Molecules 2025 dataset
Level of theory: ωB97M-V with the def2-TZVPD basis set

multiplicity	3
expectation value of S²	2.004
net charge	0
ΔE to the lowest compared entry with this formula, charge and spin	11.74	kcal per mole
E	-45016.407	eV

Geometry (Å):
Pd -1.10858 0.23083 -1.33255
N -2.02631 1.32072 -3.24291
C -2.14486 0.88358 -4.63951
C -1.00255 -0.05694 -4.99272
N -1.11575 -1.21939 -4.15402
C 0.02209 -2.07861 -3.96568
C -0.22627 -2.92297 -2.72567
N -0.39473 -2.06005 -1.55661
H -2.93187 1.59523 -2.87412
H -1.44735 2.15459 -3.19040
H -2.16639 1.73246 -5.33215
H -3.09470 0.35543 -4.75996
H -0.04923 0.43551 -4.77417
H -1.01199 -0.26663 -6.07497
H -1.96586 -1.73928 -4.33432
H 0.90443 -1.45119 -3.79880
H 0.25468 -2.73138 -4.82322
H 0.59294 -3.63839 -2.58815
H -1.14102 -3.50578 -2.86015
H 0.51219 -1.78835 -1.18222
H -0.88536 -2.53774 -0.80913
C 3.11684 -0.23223 5.91409
C 2.46272 -0.21552 4.56407
C 1.87819 -1.36230 4.03837
C 1.24570 -1.35437 2.80532
C 0.64540 -2.62009 2.26174
C 1.21576 -0.16554 2.07225
C 1.79806 0.99881 2.57120
C 1.73777 2.30491 1.82943
C 2.41179 0.95208 3.81726
C 0.56348 -0.14297 0.72806
O -0.69937 -0.34373 0.69357
O 1.22424 0.07952 -0.30543
H 3.30065 -1.25112 6.25136
H 2.48374 0.25509 6.65760
H 4.06884 0.29787 5.89782
H 1.91687 -2.28658 4.60278
H 0.71960 -3.42482 2.99149
H 1.17197 -2.94169 1.36000
H -0.40370 -2.47677 2.00517
H 1.47570 2.17725 0.78286
H 2.69902 2.81605 1.88512
H 0.99602 2.96188 2.28891
H 2.86531 1.85535 4.20979
C -2.26378 2.85174 1.41604
S -2.38822 2.55255 -0.32647
O -3.03314 1.22991 -0.50443
O -3.09433 3.64820 -0.92801
O -0.98074 2.39057 -0.81314
H -3.23387 3.17089 1.78259
H -1.52678 3.63438 1.56949
H -1.94725 1.92899 1.89253

These are the natural (NBO) partial charges, in e, on atoms 1 to 6:
1 Pd 1.292
2 N -0.863
3 C -0.221
4 C -0.217
5 N -0.643
6 C -0.219



Formula: C15H27N3OP2Pb
Source: the Open Molecules 2025 dataset
Level of theory: ωB97M-V with the def2-TZVPD basis set

multiplicity	2
expectation value of S²	0.765
net charge	+1
ΔE to the lowest compared entry with this formula, charge and spin	52.22	kcal per mole
E	-46324.258	eV

Geometry (Å):
Pb 0.04376 0.27951 0.14861
P -1.27410 2.36354 -0.71551
P 2.04579 0.52383 1.81571
N -1.20149 -0.82900 -1.53158
N 0.72186 -1.93336 0.10118
H -1.69633 -2.79166 -2.18288
H 0.02300 -3.85082 -0.48315
H -1.98900 -2.50190 -0.41769
C -1.30703 -2.27993 -1.28031
H 0.71133 -2.87079 -1.84763
C 0.10987 -2.82548 -0.90475
H -2.99890 -0.53574 -2.62455
H 2.22958 -3.23330 0.86738
C -2.22497 -0.06620 -1.98148
C 1.80714 -2.20123 0.84489
C -2.27386 1.32233 -1.75402
C 2.41125 -1.20681 1.65254
H -3.05001 1.95472 -2.21907
H 3.25175 -1.44491 2.32432
H 2.81373 1.57277 1.13457
H 1.26268 0.97132 2.96483
H -0.15094 3.07840 -1.31511
H -1.79373 2.88288 0.54694
H 2.51935 -1.21448 -1.58635
C 2.46689 -0.29727 -2.19844
C 3.54547 0.65751 -1.74658
C 2.43602 -0.63532 -3.66390
O 1.19141 0.41317 -2.02225
H 4.52924 0.25544 -2.02499
H 3.40742 1.62778 -2.24443
H 3.54976 0.82681 -0.65978
H 1.58171 -1.29293 -3.87897
H 2.29301 0.30681 -4.21701
H 3.36517 -1.12344 -3.96681
H 0.42175 -0.18265 -2.26914
N -1.43965 -0.60659 1.87219
C -2.04773 0.46359 2.61263
C -3.24591 0.07487 3.17706
C -3.88140 0.94543 4.05023
C -3.32849 2.21103 4.29478
C -2.13282 2.60781 3.68341
C -1.47083 1.72252 2.82443
H -2.04798 -1.21127 1.31980
H -0.64952 -1.11197 2.27143
H -3.59413 -0.94802 2.94443
H -4.80507 0.59574 4.52007
H -3.84441 2.88397 4.97566
H -1.71505 3.60549 3.87895
H -0.52759 2.05368 2.33323

These are the natural (NBO) partial charges, in e, on atoms 1 to 6:
1 Pb 1.290
2 P 0.311
3 P 0.293
4 N -0.751
5 N -0.709
6 H 0.217



Formula: C15H27N3OS
Source: the Open Molecules 2025 dataset
Level of theory: ωB97M-V with the def2-TZVPD basis set

net charge	0
ΔE to the lowest compared entry with this formula, charge and spin	31.64	kcal per mole
SMILES	C=CCn1c([C@H](CCC(C)C)CC(C)(C)O)n[nH]c1=S
E	-33346.409	eV

Geometry (Å):
C 1.95010 2.36500 -2.81342
C 2.47241 2.23906 -1.60759
C 3.14214 0.99723 -1.10708
N 2.77212 0.68483 0.24738
C 1.54796 0.32934 0.74484
C 0.29171 0.31870 -0.05713
C -0.92867 0.51080 0.85641
C -2.14020 1.04253 0.09338
C -3.35240 1.30683 0.99418
C -4.41623 2.08165 0.21787
C -3.94834 0.00879 1.53393
C 0.18080 -0.92869 -0.96421
C 0.79004 -2.24356 -0.44561
C 0.52530 -3.34216 -1.48803
C 0.21681 -2.68215 0.90437
O 2.19036 -2.02262 -0.34224
N 1.62111 0.06536 2.01229
N 2.92491 0.23287 2.34678
C 3.67183 0.60969 1.28223
S 5.28189 0.92408 1.23614
H 1.50496 3.28573 -3.14839
H 1.95794 1.55239 -3.52150
H 2.46409 3.06627 -0.90962
H 2.92601 0.13822 -1.74746
H 4.23017 1.15212 -1.08034
H 0.34486 1.18841 -0.72434
H -0.66427 1.22490 1.63795
H -1.17179 -0.42881 1.34355
H -1.86009 1.97848 -0.39716
H -2.43350 0.33933 -0.68902
H -3.02622 1.91955 1.84177
H -4.01982 3.02916 -0.14005
H -5.27635 2.28858 0.85025
H -4.75382 1.50480 -0.64084
H -4.83201 0.22059 2.13152
H -3.23685 -0.51996 2.16207
H -4.24059 -0.64365 0.71332
H 0.67927 -0.71190 -1.91064
H -0.87268 -1.10225 -1.17820
H -0.54185 -3.50220 -1.61254
H 0.97984 -4.27899 -1.17043
H 0.95395 -3.06219 -2.44754
H -0.86360 -2.77774 0.84216
H 0.62924 -3.65178 1.18216
H 0.47526 -1.96273 1.67646
H 2.60414 -2.81936 0.00720
H 3.25006 0.07549 3.28519

These are the natural (NBO) partial charges, in e, on atoms 1 to 6:
1 C -0.390
2 C -0.184
3 C -0.279
4 N -0.391
5 C 0.427
6 C -0.280